# 1
# C38H74Br30N2

A 17-piece molecular cluster, C38H74Br30N2 overall in a non-equilibrium geometry (ωB97M-V/def2-TZVPD, the OMol25 dataset).

highest occupied orbital energy = -9.58 eV
LUMO energy = -0.095 eV
F_max = 3.0 eV/Å
electronic energy = -78822.23160 a.u.
frontier orbital gap = 9.49 eV

CARTESIAN COORDINATES (ANGSTROEM)
C1 -0.668 -0.221 -0.961
C2 0.314 0.150 0.251
C3 -0.437 0.587 1.518
C4 -1.437 1.685 1.277
N1 -2.206 2.557 1.126
H1 -1.243 0.625 -1.338
H2 -1.317 -1.031 -0.628
H3 -0.107 -0.602 -1.815
H4 0.879 1.014 -0.098
H5 0.847 -0.753 0.547
H6 0.216 1.012 2.280
H7 -0.929 -0.271 1.978
C5 3.602 -3.362 -0.429
C6 4.785 -2.563 0.135
C7 4.337 -1.251 0.732
C8 3.330 -1.426 1.762
N2 2.495 -1.641 2.538
H8 2.726 -3.355 0.220
H9 3.925 -4.396 -0.554
H10 3.236 -2.927 -1.359
H11 5.556 -2.378 -0.613
H12 5.367 -3.090 0.891
H13 4.007 -0.517 -0.003
H14 5.225 -0.779 1.152
Br1 -2.907 3.232 -4.385
C9 -4.244 4.540 -5.097
C10 -3.838 6.018 -4.803
Br2 -4.874 7.367 -5.855
H15 -5.242 4.306 -4.726
H16 -4.217 4.403 -6.178
H17 -2.766 6.133 -4.965
H18 -4.002 6.363 -3.782
Br3 -3.427 1.518 4.102
C11 -4.613 -0.058 3.763
C12 -4.773 -0.009 2.240
Br4 -6.139 -1.364 1.676
H19 -5.542 0.068 4.319
H20 -4.113 -0.935 4.173
H21 -3.850 -0.346 1.768
H22 -5.121 0.958 1.874
Br5 -1.464 -2.223 4.127
C13 -0.591 -3.929 4.625
C14 0.275 -4.373 3.428
Br6 1.261 -5.955 4.071
H23 -1.401 -4.614 4.874
H24 -0.096 -3.732 5.576
H25 1.022 -3.621 3.172
H26 -0.271 -4.535 2.499
Br7 4.493 -3.394 4.421
C15 3.392 -2.532 5.784
C16 4.206 -2.212 7.020
Br8 3.054 -1.465 8.416
H27 2.664 -3.278 6.105
H28 2.943 -1.695 5.249
H29 5.015 -1.506 6.834
H30 4.728 -3.108 7.356
Br9 -1.441 -1.257 -5.289
C17 -0.538 0.311 -6.030
C18 0.973 0.279 -5.508
Br10 1.799 1.999 -5.829
H31 -1.157 1.160 -5.741
H32 -0.583 0.233 -7.117
H33 1.434 -0.500 -6.115
H34 0.884 0.130 -4.432
Br11 -1.690 -6.032 -2.651
C19 -0.776 -4.382 -3.234
C20 0.344 -4.048 -2.263
Br12 -0.319 -3.695 -0.470
H35 -1.529 -3.593 -3.237
H36 -0.468 -4.498 -4.273
H37 0.850 -3.135 -2.578
H38 1.088 -4.843 -2.316
Br13 5.820 1.931 -2.190
C21 5.454 1.359 -4.112
C22 4.655 0.052 -4.130
Br14 5.796 -1.334 -3.191
H39 6.405 1.191 -4.618
H40 4.832 2.066 -4.661
H41 4.566 -0.357 -5.136
H42 3.709 0.172 -3.601
Br15 -4.546 -1.749 -1.598
C23 -4.998 -3.577 -2.141
C24 -6.494 -3.729 -2.024
Br16 -6.905 -5.660 -2.140
H43 -4.479 -4.268 -1.477
H44 -4.717 -3.691 -3.188
H45 -7.056 -3.151 -2.758
H46 -6.707 -3.397 -1.008
Br17 1.301 2.947 -2.217
C25 -0.157 4.302 -1.939
C26 0.119 4.996 -0.622
Br18 1.878 5.961 -0.851
H47 -1.101 3.770 -1.827
H48 -0.184 5.028 -2.752
H49 0.198 4.247 0.166
H50 -0.695 5.666 -0.344
Br19 -0.246 5.844 2.805
C27 -1.510 5.186 4.148
C28 -1.492 6.168 5.349
Br20 0.310 5.860 6.262
H51 -1.281 4.176 4.487
H52 -2.493 4.998 3.716
H53 -2.267 6.035 6.104
H54 -1.588 7.147 4.880
Br21 -3.718 5.300 1.072
C29 -4.435 4.614 -0.654
C30 -5.572 3.674 -0.378
Br22 -6.284 3.262 -2.176
H55 -3.600 4.079 -1.107
H56 -4.647 5.518 -1.224
H57 -6.387 4.093 0.213
H58 -5.346 2.689 0.032
Br23 5.785 5.747 0.648
C31 5.062 5.673 2.470
C32 3.584 5.435 2.407
Br24 3.180 3.529 1.838
H59 5.200 6.717 2.751
H60 5.724 5.092 3.112
H61 3.049 6.115 1.744
H62 3.192 5.489 3.423
Br25 5.206 -5.094 -7.769
C33 3.958 -3.792 -7.035
C34 3.714 -4.125 -5.541
Br26 2.607 -2.629 -4.685
H63 3.055 -3.923 -7.632
H64 4.322 -2.790 -7.263
H65 4.633 -4.235 -4.964
H66 3.139 -5.043 -5.418
Br27 -4.010 -4.188 1.579
C35 -4.809 -5.945 1.325
C36 -3.825 -6.877 0.607
Br28 -2.168 -7.141 1.732
H67 -5.721 -5.742 0.764
H68 -5.065 -6.396 2.284
H69 -3.492 -6.422 -0.326
H70 -4.345 -7.824 0.464
Br29 4.972 1.116 4.794
C37 3.158 1.752 5.361
C38 2.113 1.174 4.484
Br30 0.311 1.962 4.794
H71 3.182 2.841 5.326
H72 2.900 1.469 6.382
H73 1.965 0.096 4.539
H74 2.344 1.327 3.430

Here are the Löwdin charges for atoms 1 to 2, given in e: -0.12, -0.22

---

# 2
# C38H75BrNO11

A 7-piece molecular cluster, C38H75BrNO11 overall in a non-equilibrium geometry (ωB97M-V/def2-TZVPD, the OMol25 dataset).

energy above the lowest of the compared OMol25 structures with the same formula, charge and spin = 0.0000 eV
charge = -1
highest occupied orbital energy = -4.68 eV
LUMO energy = 1.961 eV
F_max = 1.7 eV/Å
electronic energy = -4949.15017 a.u.
frontier orbital gap = 6.64 eV

CARTESIAN COORDINATES (ANGSTROEM)
C1 -2.174 4.691 0.176
C2 -2.539 4.636 -1.312
C3 -1.933 5.784 -2.100
C4 -2.495 3.245 -1.964
C5 -1.169 2.577 -2.408
C6 -1.669 1.380 -3.287
C7 -0.711 0.721 -4.258
C8 -1.392 -0.550 -4.789
Br1 1.046 0.129 -3.648
C9 -0.453 3.361 -3.571
O1 -1.263 3.872 -4.401
O2 0.791 3.312 -3.694
N1 -0.327 2.080 -1.323
C10 -0.928 1.090 -0.457
C11 0.016 0.395 0.527
C12 1.147 -0.400 -0.086
C13 0.658 -1.663 -0.756
O3 0.026 -2.544 0.174
C14 0.420 2.976 -0.463
O4 0.511 4.308 -0.870
O5 1.773 4.799 -0.428
H1 -2.941 5.234 0.719
H2 -2.121 3.710 0.625
H3 -1.264 5.248 0.332
H4 -3.601 4.874 -1.298
H5 -2.374 6.704 -1.713
H6 -0.864 5.879 -1.988
H7 -2.230 5.729 -3.133
H8 -3.187 3.285 -2.788
H9 -2.964 2.562 -1.254
H10 -2.275 0.685 -2.718
H11 -2.360 1.878 -3.950
H12 -0.550 1.326 -5.129
H13 -0.679 -1.168 -5.311
H14 -2.252 -0.299 -5.396
H15 -1.739 -1.121 -3.933
H16 -1.463 0.309 -0.981
H17 -1.670 1.585 0.187
H18 0.351 1.073 1.297
H19 -0.606 -0.325 1.050
H20 1.770 -0.748 0.738
H21 1.793 0.180 -0.729
H22 1.504 -2.155 -1.216
H23 -0.019 -1.434 -1.566
H24 -0.912 -2.461 0.018
H25 1.420 2.595 -0.291
H26 -0.054 2.999 0.531
H27 2.088 5.246 -1.233
C15 -6.203 -1.587 -1.440
C16 -6.977 -0.275 -1.341
C17 -5.847 0.743 -1.261
O6 -4.759 0.195 -2.004
C18 -5.014 -1.177 -2.299
H28 -6.776 -2.406 -1.875
H29 -5.864 -1.897 -0.449
H30 -7.563 -0.118 -2.250
H31 -7.652 -0.225 -0.488
H32 -5.519 0.894 -0.227
H33 -6.117 1.712 -1.682
H34 -5.244 -1.265 -3.367
H35 -4.117 -1.763 -2.091
C19 2.514 -3.190 3.623
C20 2.456 -4.508 4.391
C21 1.125 -4.383 5.117
O7 0.277 -3.595 4.283
C22 1.056 -2.991 3.235
H36 3.180 -3.211 2.762
H37 2.842 -2.386 4.288
H38 2.425 -5.346 3.690
H39 3.291 -4.661 5.072
H40 1.247 -3.867 6.078
H41 0.651 -5.350 5.303
H42 0.822 -3.493 2.296
H43 0.781 -1.941 3.138
C23 4.829 -4.774 9.609
C24 5.968 -4.430 8.652
C25 5.501 -5.097 7.365
O8 4.073 -5.064 7.386
C26 3.620 -4.687 8.691
H44 4.757 -4.107 10.467
H45 4.948 -5.795 9.980
H46 6.027 -3.348 8.516
H47 6.944 -4.785 8.981
H48 5.822 -6.144 7.321
H49 5.860 -4.588 6.469
H50 3.234 -3.663 8.639
H51 2.809 -5.351 8.994
C27 -0.964 3.759 -8.685
C28 -1.757 2.803 -9.574
C29 -1.203 1.450 -9.144
O9 -0.840 1.580 -7.776
C30 -0.860 2.966 -7.389
H52 -1.439 4.729 -8.546
H53 0.031 3.923 -9.109
H54 -2.821 2.868 -9.335
H55 -1.636 2.990 -10.642
H56 -0.306 1.188 -9.720
H57 -1.929 0.641 -9.251
H58 -1.727 3.135 -6.745
H59 0.035 3.194 -6.813
C31 2.700 8.357 -4.560
C32 1.939 7.267 -5.315
C33 2.314 6.018 -4.533
O10 2.530 6.451 -3.182
C34 2.583 7.875 -3.120
H60 2.296 9.359 -4.702
H61 3.749 8.364 -4.871
H62 0.863 7.444 -5.241
H63 2.201 7.197 -6.370
H64 3.249 5.582 -4.901
H65 1.542 5.248 -4.555
H66 1.660 8.235 -2.653
H67 3.428 8.180 -2.499
C35 0.384 -8.064 7.138
C36 1.056 -9.349 7.613
C37 2.079 -8.813 8.605
O11 1.513 -7.628 9.172
C38 0.362 -7.237 8.415
H68 -0.608 -8.216 6.717
H69 1.004 -7.575 6.385
H70 0.330 -9.985 8.126
H71 1.510 -9.930 6.812
H72 3.014 -8.541 8.102
H73 2.307 -9.519 9.405
H74 -0.532 -7.450 9.012
H75 0.403 -6.164 8.224

Here are the Löwdin charges for atoms 1 to 2, given in e: -0.07, -0.38

---

# 3
# C38H75FN3O19P4

A 5-piece molecular cluster, C38H75FN3O19P4 overall in a non-equilibrium geometry (ωB97M-V/def2-TZVPD, the OMol25 dataset).

energy above the lowest of the compared OMol25 structures with the same formula, charge and spin = 0.0000 eV
charge = +1
highest occupied orbital energy = -11.36 eV
LUMO energy = -5.223 eV
F_max = 5.6 eV/Å
electronic energy = -4551.93190 a.u.
frontier orbital gap = 6.14 eV

CARTESIAN COORDINATES (ANGSTROEM)
C1 0.863 3.629 1.684
C2 -0.125 2.739 2.445
C3 -1.127 3.565 3.268
C4 -2.574 3.248 3.024
N1 -3.376 4.276 2.849
N2 -4.653 4.014 2.673
C5 -5.228 2.824 2.648
C6 -4.418 1.721 2.833
F1 -4.932 0.507 2.798
C7 -3.053 1.902 3.027
O1 -2.244 0.877 3.236
N3 -2.411 -0.316 2.224
O2 -2.337 0.047 1.158
O3 0.609 1.973 3.395
C8 1.327 0.895 2.794
C9 1.775 -0.027 3.898
C10 0.826 -0.798 4.559
C11 1.182 -1.649 5.586
C12 2.515 -1.733 5.967
C13 3.467 -0.966 5.324
C14 3.095 -0.110 4.301
H1 1.607 3.953 2.414
H2 0.390 4.498 1.227
H3 1.401 3.065 0.924
H4 -0.618 2.041 1.758
H5 -1.008 4.605 2.959
H6 -0.902 3.554 4.336
H7 -5.251 4.824 2.546
H8 -6.294 2.716 2.503
H9 0.662 0.358 2.108
H10 2.230 1.273 2.308
H11 -0.216 -0.757 4.261
H12 0.424 -2.246 6.074
H13 2.769 -2.422 6.762
H14 4.503 -1.030 5.628
H15 3.854 0.499 3.824
O4 -1.681 10.339 -0.984
P1 -0.734 9.289 -0.575
O5 -0.611 9.307 1.034
C15 -1.756 9.012 1.827
C16 -2.086 7.529 1.825
O6 0.722 9.863 -0.959
C17 0.883 11.036 -1.766
C18 1.088 12.261 -0.902
O7 -0.274 7.756 -0.817
C19 -0.862 7.031 -1.920
C20 -0.515 7.651 -3.259
H16 -2.612 9.599 1.482
H17 -1.522 9.336 2.840
H18 -2.438 7.208 0.840
H19 -2.869 7.308 2.552
H20 -1.200 6.938 2.062
H21 0.036 11.166 -2.439
H22 1.765 10.867 -2.385
H23 0.272 12.381 -0.189
H24 1.151 13.160 -1.517
H25 2.010 12.168 -0.327
H26 -1.947 6.982 -1.789
H27 -0.477 6.014 -1.863
H28 -0.962 8.644 -3.361
H29 -0.886 7.031 -4.075
H30 0.563 7.766 -3.359
O8 -0.004 -4.262 -2.771
P2 0.932 -4.046 -1.655
O9 2.436 -4.182 -2.190
C21 2.916 -3.251 -3.168
C22 3.200 -1.889 -2.563
O10 0.831 -5.391 -0.766
C23 -0.180 -6.376 -1.000
C24 0.347 -7.493 -1.875
O11 1.239 -3.133 -0.348
C25 0.261 -2.167 0.062
C26 -1.048 -2.816 0.475
H31 2.201 -3.170 -3.990
H32 3.835 -3.673 -3.569
H33 2.273 -1.394 -2.257
H34 3.702 -1.246 -3.286
H35 3.826 -1.986 -1.676
H36 -1.072 -5.925 -1.434
H37 -0.460 -6.773 -0.023
H38 0.745 -7.104 -2.812
H39 -0.442 -8.211 -2.101
H40 1.160 -8.016 -1.371
H41 0.095 -1.449 -0.749
H42 0.696 -1.623 0.901
H43 -1.534 -3.302 -0.375
H44 -1.726 -2.066 0.865
H45 -0.872 -3.582 1.230
O12 9.035 -3.709 -6.124
P3 8.202 -2.497 -6.179
O13 8.907 -1.335 -5.323
C27 10.183 -0.840 -5.747
C28 10.076 0.054 -6.969
O14 6.948 -2.824 -5.202
C29 6.722 -4.137 -4.692
C30 7.307 -4.282 -3.303
O15 7.301 -1.565 -7.139
C31 7.050 -2.006 -8.494
C32 6.263 -3.301 -8.533
H46 10.861 -1.676 -5.937
H47 10.585 -0.274 -4.908
H48 9.787 -0.520 -7.853
H49 11.033 0.532 -7.178
H50 9.319 0.823 -6.819
H51 7.116 -4.896 -5.368
H52 5.640 -4.278 -4.649
H53 8.368 -4.031 -3.298
H54 7.186 -5.302 -2.936
H55 6.810 -3.600 -2.611
H56 8.000 -2.117 -9.023
H57 6.493 -1.208 -8.980
H58 6.844 -4.129 -8.116
H59 6.003 -3.558 -9.559
H60 5.350 -3.214 -7.944
O16 -8.367 -4.981 2.313
P4 -7.596 -4.675 3.529
O17 -6.027 -4.642 3.147
C33 -5.552 -3.666 2.227
C34 -5.470 -2.279 2.845
O18 -7.627 -6.031 4.399
C35 -8.486 -7.125 4.062
C36 -7.747 -8.162 3.244
O19 -7.522 -3.743 4.847
C37 -8.651 -2.893 5.153
C38 -9.905 -3.695 5.439
H61 -6.186 -3.655 1.336
H62 -4.558 -3.991 1.921
H63 -6.468 -1.882 3.051
H64 -4.967 -1.598 2.164
H65 -4.929 -2.311 3.792
H66 -9.378 -6.776 3.542
H67 -8.815 -7.564 5.005
H68 -7.306 -7.717 2.352
H69 -8.420 -8.964 2.939
H70 -6.933 -8.593 3.827
H71 -8.820 -2.197 4.326
H72 -8.369 -2.306 6.025
H73 -10.243 -4.230 4.547
H74 -10.712 -3.039 5.763
H75 -9.716 -4.438 6.213

Here are the Löwdin charges for atoms 1 to 2, given in e: -0.01, -0.38